30
Properties=species:S:1:pos:R:3:lowdin_charge:R:1 method="wB97M-V/def2-TZVPD" max_force_ha_per_bohr=0.025 total_charge=+2 homo_energy_ev=-15.66 multiplicity=1 relative_energy_kj_mol=10.0 gap_ev=7.03 molar_mass_g_mol=453.3
Pt -0.09 -0.24 -0.52 1.273
O 2.86 -2.11 -2.68 0.237
C 2.06 -1.38 -1.97 -0.399
O 1.04 -1.79 -1.41 -0.012
C 2.47 0.07 -1.85 -0.126
C 3.59 0.71 -2.35 0.091
C 3.74 2.06 -2.06 0.045
C 2.78 2.74 -1.31 0.077
C 1.69 2.03 -0.86 -0.132
N 1.56 0.73 -1.16 -0.025
C 0.50 2.47 -0.05 -0.372
O 0.36 3.66 0.42 0.256
O -0.39 1.65 0.20 -0.052
H 2.55 -3.03 -2.72 0.185
H 4.33 0.16 -2.92 0.150
H 4.61 2.60 -2.43 0.143
H 2.92 3.79 -1.09 0.141
H 1.07 4.28 0.20 0.161
N -1.55 -1.35 -0.10 -0.030
C -2.31 -1.41 0.95 -0.371
C -2.48 -0.30 1.85 0.035
C -3.30 -0.43 2.94 -0.015
C -3.94 -1.66 3.16 0.053
C -3.81 -2.76 2.30 -0.012
C -3.02 -2.64 1.19 0.065
H -1.97 0.63 1.63 0.100
H -3.46 0.39 3.62 0.130
H -4.58 -1.76 4.03 0.138
H -4.33 -3.68 2.52 0.131
H -2.88 -3.44 0.48 0.136